# 1
C2H3NOS | wB97M-V/def2-TZVPD

```
8
Properties=species:S:1:pos:R:3:lowdin_charge:R:1
C 0.911 -0.011 -1.051 -0.457
N -0.258 0.688 -1.203 -0.054
O -1.157 0.477 -0.242 -0.206
C -0.582 -0.137 0.940 -0.388
S 0.926 -1.049 0.340 0.868
H 1.849 0.114 -1.613 0.075
H -0.312 0.679 1.675 0.107
H -1.377 -0.760 1.154 0.055
```

Properties
max |F| = 5.63 eV/A
energy relative to the best compared isomer or geometry (same formula, charge and spin) = 2.608 eV
LUMO level = 0.74 eV
SMILES = C1=NOCS1
E = -16492.5899 eV
HOMO energy = -8.6 eV

# 2
C31H40N4SbSr | wB97M-V/def2-TZVPD

```
77
Properties=species:S:1:pos:R:3:lowdin_charge:R:1
Sr -1.224 0.058 0.671 1.401
N 0.086 -0.258 2.530 -0.057
C 0.445 1.001 1.869 -0.426
C -0.571 2.123 2.144 -0.180
N -1.990 1.724 1.888 -0.182
C -2.331 2.422 0.615 -0.151
C -1.279 1.972 -0.431 -0.490
N -1.819 0.945 -1.356 -0.116
H 0.953 -0.793 2.452 0.073
H -0.053 -0.040 3.514 0.112
H 1.427 1.364 2.142 0.141
H 0.426 0.762 0.789 -0.141
H -0.394 2.457 3.166 0.151
H -0.299 2.987 1.544 0.109
H -2.582 2.051 2.643 0.144
H -3.351 2.186 0.301 0.141
H -2.206 3.493 0.719 0.133
H -0.981 2.870 -0.955 0.113
H -0.467 1.649 0.230 -0.076
H -2.733 1.306 -1.631 0.113
H -1.298 0.988 -2.224 0.062
C -3.755 -2.267 2.936 -0.082
N -2.330 -2.032 2.636 -0.288
C -1.592 -2.300 3.879 -0.128
C -1.866 -3.003 1.615 -0.195
C -2.727 -2.926 0.344 -0.320
C -3.149 -4.095 -0.267 -0.071
C -4.053 -4.036 -1.323 -0.102
C -4.553 -2.801 -1.704 -0.117
C -4.093 -1.646 -1.082 -0.187
C -3.136 -1.639 -0.065 -0.204
H -3.922 -3.283 3.314 0.096
H -4.340 -2.093 2.039 0.073
H -4.079 -1.534 3.681 0.087
H -1.881 -3.258 4.325 0.090
H -1.803 -1.509 4.608 0.085
H -0.518 -2.326 3.680 0.066
H -1.866 -4.016 2.026 0.124
H -0.906 -2.612 1.272 0.079
H -2.791 -5.062 0.079 0.104
H -4.384 -4.943 -1.813 0.097
H -5.311 -2.743 -2.479 0.094
H -4.550 -0.697 -1.386 0.067
C 3.785 -1.191 -4.904 -0.075
C 2.678 -1.921 -4.519 -0.080
C 1.837 -1.439 -3.519 -0.130
C 2.098 -0.208 -2.892 -0.347
C 3.256 0.513 -3.281 -0.117
C 4.075 0.025 -4.293 -0.070
Sb 0.984 0.280 -1.090 1.615
C 1.544 2.407 -1.301 -0.306
C 1.027 2.908 -2.527 -0.141
C 0.580 4.217 -2.662 -0.069
C 0.597 5.070 -1.570 -0.073
C 1.170 4.646 -0.382 -0.073
C 1.635 3.337 -0.256 -0.133
C 2.686 -0.267 0.192 -0.320
C 2.630 -1.399 1.013 -0.158
C 3.594 -1.627 1.991 -0.076
C 4.612 -0.708 2.185 -0.071
C 4.687 0.425 1.385 -0.063
C 3.733 0.647 0.395 -0.117
H 4.438 -1.571 -5.680 0.111
H 2.466 -2.872 -4.989 0.110
H 0.973 -2.019 -3.216 0.094
H 3.496 1.450 -2.808 0.086
H 4.949 0.589 -4.591 0.109
H 0.908 2.215 -3.348 0.094
H 0.108 4.527 -3.585 0.116
H 0.122 6.042 -1.630 0.114
H 1.157 5.279 0.494 0.113
H 2.028 3.020 0.699 0.094
H 1.839 -2.126 0.857 0.101
H 3.539 -2.517 2.607 0.114
H 5.355 -0.875 2.955 0.111
H 5.482 1.145 1.534 0.111
H 3.780 1.545 -0.200 0.084
```

Properties
max |F| = 15.77 eV/A
energy relative to the best compared isomer or geometry (same formula, charge and spin) = 8.432 eV
LUMO level = -2.97 eV
net charge = +1
E = -46115.3068 eV
HOMO energy = -9.0 eV

# 3
C37H43N8O5PTl | wB97M-V/def2-TZVPD

```
95
Properties=species:S:1:pos:R:3:lowdin_charge:R:1
Tl -0.698 1.795 -1.075 0.803
C -8.050 -3.901 0.594 -0.092
O -6.751 -3.687 0.091 -0.103
C -5.742 -3.876 0.992 -0.310
C -4.483 -3.686 0.417 0.014
C -3.324 -3.856 1.151 -0.009
C -3.349 -4.079 2.549 -0.282
C -4.660 -4.299 3.074 -0.015
C -5.853 -4.138 2.327 -0.034
N -2.363 -4.382 3.483 0.032
N -1.232 -3.893 3.481 0.060
C -0.845 -2.848 2.638 -0.267
C 0.461 -2.870 2.154 0.000
C 1.028 -1.972 1.167 -0.003
C 0.311 -0.834 0.776 -0.417
O 0.724 -0.017 -0.100 -0.244
C -1.061 -0.735 1.365 -0.139
N -1.700 0.424 1.090 0.018
C -2.866 0.682 1.654 -0.140
C -3.445 -0.141 2.632 -0.042
C -2.718 -1.251 3.034 -0.020
C -1.573 -1.668 2.339 -0.125
H -8.735 -3.735 -0.273 0.104
H -8.136 -3.122 1.398 0.106
H -8.117 -4.912 0.961 0.082
H -4.368 -3.450 -0.637 0.121
H -2.468 -3.676 0.622 0.061
H -4.685 -4.600 4.139 0.111
H -6.864 -4.357 2.783 0.119
H 1.069 -3.645 2.477 0.078
H 2.070 -2.203 0.887 0.115
H -3.297 1.625 1.263 0.114
H -4.313 0.243 3.163 0.100
H -3.016 -1.742 3.975 0.126
C 3.947 -0.006 -1.803 -0.036
C 3.161 -0.807 -2.824 -0.496
C 3.965 -1.926 -3.578 -0.020
O 2.085 -1.497 -2.156 -0.065
C 2.405 0.088 -3.835 -0.625
O 1.976 -0.354 -4.939 -0.050
O 2.074 1.203 -3.385 -0.061
H 4.248 -0.600 -0.922 0.090
H 3.437 0.866 -1.361 0.046
H 4.813 0.430 -2.287 0.081
H 4.734 -2.445 -2.952 0.079
H 4.369 -1.489 -4.514 0.083
H 3.259 -2.751 -3.865 0.075
H 1.730 -0.984 -1.382 0.064
C -1.070 -3.021 -1.804 0.005
N -0.937 -2.070 -2.976 -0.090
C -0.059 -2.668 -4.032 -0.034
C -1.094 -0.751 -2.812 -0.497
N -1.702 -0.170 -1.801 0.016
N -0.632 -0.006 -3.814 0.143
C -1.080 1.327 -4.144 -0.596
N -0.097 2.067 -4.728 0.134
N -2.242 1.742 -3.862 0.082
H -0.128 -2.919 -1.271 0.087
H -1.188 -4.030 -2.221 0.090
H -1.959 -2.816 -1.276 0.040
H -0.049 -2.076 -4.952 0.086
H -0.448 -3.645 -4.218 0.062
H 1.025 -2.764 -3.710 0.086
H -1.974 -0.786 -1.065 0.016
H 0.274 -0.232 -4.260 0.088
H 0.886 1.766 -4.570 0.059
H -0.226 3.058 -4.951 0.105
H -2.309 2.695 -4.183 0.028
C 1.297 1.955 2.398 -0.312
P 2.707 2.393 1.364 1.038
C 2.159 4.024 0.671 -0.366
C 1.174 4.890 1.153 -0.082
C 0.671 5.902 0.303 -0.093
C 1.150 5.997 -0.976 -0.101
C 2.131 5.130 -1.440 -0.088
C 2.567 4.110 -0.670 -0.138
C 3.832 3.080 2.678 -0.367
C 5.183 3.373 2.350 -0.108
C 6.060 3.976 3.266 -0.106
C 5.667 4.391 4.587 -0.084
C 4.347 3.956 4.951 -0.088
C 3.491 3.384 3.972 -0.127
H 1.021 2.759 3.069 0.017
H 1.443 0.999 2.983 0.079
H 0.440 1.774 1.735 -0.006
H 0.973 4.825 2.235 0.105
H -0.201 6.492 0.659 0.110
H 0.762 6.743 -1.628 0.091
H 2.452 5.128 -2.459 0.103
H 3.094 3.303 -1.092 0.070
H 5.589 3.302 1.366 0.086
H 7.013 4.314 2.827 0.093
H 6.365 4.906 5.297 0.099
H 3.907 4.284 5.937 0.105
H 2.560 2.986 4.323 0.072
```

Properties
max |F| = 3.73 eV/A
energy relative to the best compared isomer or geometry (same formula, charge and spin) = 0.720 eV
LUMO level = 2.14 eV
net charge = -1
E = -75207.5091 eV
HOMO energy = -4.9 eV

# 4
C4H3ClF2S | wB97M-V/def2-TZVPD

```
11
Properties=species:S:1:pos:R:3:lowdin_charge:R:1
F 1.895 0.616 -0.016 0.028
C 0.895 1.402 -0.374 -0.127
C -0.388 1.026 -0.360 -0.149
C -0.945 -0.280 -0.014 -0.815
S -2.522 -0.485 -0.092 0.808
C -0.027 -1.410 0.529 -0.749
F 0.831 -0.953 1.499 -0.031
Cl 0.875 -2.028 -0.835 0.720
H 1.222 2.401 -0.678 0.128
H -1.117 1.817 -0.618 0.108
H -0.719 -2.107 0.960 0.079
```

Properties
max |F| = 1.86 eV/A
energy relative to the best compared isomer or geometry (same formula, charge and spin) = 0.010 eV
LUMO level = -1.03 eV
SMILES = F/C=C\C(=S)[C@H](F)Cl
E = -32987.7002 eV
HOMO energy = -9.3 eV

# 5
C2H6N4O | wB97M-V/def2-TZVPD

```
13
Properties=species:S:1:pos:R:3:lowdin_charge:R:1
C -0.626 0.730 -1.173 -0.625
C -0.874 0.865 0.378 -0.111
N -0.730 1.754 -1.917 0.105
N 0.068 0.030 1.083 0.018
N -0.232 -1.065 0.415 -0.098
N 0.655 -2.032 0.487 0.102
O -0.115 -0.373 -1.269 0.021
H -0.820 1.884 0.635 0.099
H -1.830 0.516 0.542 0.093
H -0.417 1.624 -2.874 0.032
H 1.071 0.241 1.235 0.162
H 0.438 -2.862 0.060 0.078
H 1.658 -1.856 0.602 0.125
```

Properties
max |F| = 5.54 eV/A
energy relative to the best compared isomer or geometry (same formula, charge and spin) = 4.984 eV
LUMO level = 0.65 eV
E = -10175.0772 eV
HOMO energy = -8.8 eV

# 6
C2H7OS | wB97M-V/def2-TZVPD

```
11
Properties=species:S:1:pos:R:3:lowdin_charge:R:1
C 0.002 -1.140 -1.572 -0.263
C -0.039 -0.123 -0.485 -0.831
S -1.525 -0.112 0.663 0.074
H -0.846 -0.765 -2.201 0.057
H -0.346 -2.112 -1.256 0.039
H 0.919 -1.075 -2.209 0.063
H 0.019 0.804 -0.988 0.006
H 0.798 -0.347 0.210 0.022
H 0.821 2.067 2.241 -0.042
H -0.013 0.894 2.680 0.034
O 0.210 1.909 2.916 -0.159
```

Properties
max |F| = 4.20 eV/A
energy relative to the best compared isomer or geometry (same formula, charge and spin) = 0.844 eV
LUMO level = 4.33 eV
net charge = -1
E = -15070.5618 eV
HOMO energy = -2.5 eV

# 7
C31H56Cl2P2PdSi2 | wB97M-V/def2-TZVPD

```
94
Properties=species:S:1:pos:R:3:lowdin_charge:R:1
Pd -0.174 -0.111 0.321 0.545
C 0.693 1.444 -2.239 -0.165
C 1.824 1.122 -1.436 -0.287
C 1.882 -0.314 -1.312 -0.122
Si 2.863 2.455 -0.661 0.504
C 0.745 -0.860 -2.014 -0.124
C -0.002 0.246 -2.565 -0.279
Si -1.633 0.293 -3.458 0.505
H 0.393 2.460 -2.541 0.101
H 2.714 -0.883 -0.899 0.100
H 0.570 -1.914 -2.226 0.100
Cl -0.393 -3.632 3.433 -0.339
C -1.921 1.996 -4.160 -0.170
C -1.694 -0.979 -4.821 -0.167
C 2.463 4.101 -1.439 -0.172
C 4.683 2.087 -0.857 -0.166
H -1.147 -0.584 -5.689 0.038
H -2.725 -1.180 -5.142 0.040
H -1.236 -1.935 -4.545 0.027
H -2.028 2.758 -3.378 0.031
H -2.834 2.005 -4.770 0.042
H -1.075 2.271 -4.806 0.043
H 4.969 2.337 -1.889 0.040
H 4.941 1.037 -0.685 0.027
H 5.298 2.701 -0.185 0.041
H 2.603 4.035 -2.527 0.043
H 3.133 4.881 -1.052 0.041
H 1.429 4.407 -1.234 0.033
C -2.915 -0.084 -2.114 -0.425
C 2.320 2.470 1.155 -0.408
P -2.278 -1.109 -0.752 1.003
H -3.791 -0.571 -2.571 0.040
H -3.233 0.872 -1.671 -0.048
P 1.771 0.842 1.766 1.006
H 1.493 3.187 1.253 0.019
H 3.170 2.810 1.764 0.037
C 1.366 1.117 3.575 -0.525
C 3.438 -0.056 1.852 -0.526
C -2.215 -2.765 -1.656 -0.528
C -3.734 -1.319 0.411 -0.519
C -3.522 -0.438 1.637 -0.119
H -3.652 -2.385 0.697 0.107
C -5.116 -1.062 -0.186 -0.118
H -5.250 0.000 -0.420 0.034
H -5.849 -1.334 0.584 0.087
H -5.330 -1.656 -1.082 0.058
H -2.530 -0.577 2.077 0.039
H -4.273 -0.704 2.389 0.090
H -3.641 0.620 1.369 0.040
H -1.525 -2.554 -2.487 0.062
C -3.553 -3.243 -2.238 -0.107
C -1.601 -3.825 -0.746 -0.113
H -4.057 -2.514 -2.882 0.058
H -4.240 -3.547 -1.437 0.080
H -3.334 -4.127 -2.855 0.086
H -0.548 -3.617 -0.513 0.062
H -1.662 -4.789 -1.265 0.083
H -2.148 -3.902 0.204 0.076
H 3.789 -0.014 0.809 0.060
C 3.222 -1.514 2.250 -0.111
C 4.492 0.606 2.751 -0.108
H 4.681 1.662 2.531 0.060
H 5.437 0.064 2.590 0.086
H 4.219 0.504 3.810 0.079
H 2.655 -2.077 1.496 0.062
H 2.682 -1.592 3.203 0.076
H 4.206 -1.983 2.367 0.084
C -0.148 1.124 3.767 -0.112
C 1.995 2.345 4.229 -0.112
H 1.788 0.209 4.047 0.106
H 1.582 3.275 3.819 0.071
H 3.088 2.376 4.146 0.058
H 1.737 2.301 5.295 0.087
H -0.584 2.050 3.371 0.052
H -0.361 1.053 4.841 0.091
H -0.632 0.274 3.276 0.040
C -0.114 -1.732 1.498 -0.448
H 0.549 -2.460 0.984 -0.014
H 0.311 -1.429 2.480 -0.078
H -1.151 -2.124 1.585 -0.075
Cl -4.309 2.538 -0.412 0.773
C -3.389 3.318 0.845 -0.571
C -4.050 4.081 1.782 -0.102
C -3.322 4.788 2.744 -0.070
C -1.934 4.677 2.807 -0.079
C -1.253 3.883 1.900 -0.050
C -1.963 3.198 0.856 -0.291
C -1.240 2.389 -0.033 0.028
H -5.127 4.168 1.720 0.107
H -3.836 5.487 3.413 0.112
H -1.361 5.237 3.551 0.112
H -0.179 3.729 1.982 0.079
H -0.144 2.530 -0.109 0.039
H -1.770 1.951 -0.891 0.016
```

Properties
multiplicity = 5
max |F| = 2.92 eV/A
energy relative to the best compared isomer or geometry (same formula, charge and spin) = 0.000 eV
LUMO level (alpha / beta) = 0.31 / -2.28 eV
<S²> = 6.064
E = -95910.3157 eV
HOMO energy (alpha / beta) = -5.3 / -6.5 eV

# 8
C38H86FNO12PS | wB97M-V/def2-TZVPD

```
140
Properties=species:S:1:pos:R:3:lowdin_charge:R:1
C 3.913 -4.779 -0.032 -0.150
C 4.457 -3.353 0.062 -0.511
S 3.399 -2.244 1.027 0.931
C 2.838 -0.909 -0.089 -0.363
C 1.466 -1.238 -0.602 -0.210
C 0.429 -1.362 0.303 0.060
C -0.842 -1.674 -0.131 -0.048
C -1.981 -1.750 0.846 -0.411
O -1.830 -1.804 2.033 0.191
O -3.197 -1.675 0.234 0.013
C -4.036 -2.837 0.408 -0.186
O -3.228 -3.955 0.572 -0.152
C -3.559 -5.043 -0.302 -0.050
C -1.049 -1.910 -1.479 0.017
C -0.018 -1.783 -2.376 -0.258
P -0.383 -1.906 -4.182 0.929
C -1.890 -2.916 -4.174 -0.256
O 0.728 -2.933 -4.805 -0.289
N 1.219 -1.413 -1.922 0.032
C 2.281 -1.112 -2.901 -0.101
C 3.293 -2.231 -3.149 -0.167
F 3.501 -2.353 -4.507 -0.026
H 4.267 -5.387 0.797 0.075
H 4.293 -5.248 -0.941 0.073
H 2.826 -4.795 -0.046 0.061
H 5.457 -3.322 0.487 0.075
H 4.539 -2.937 -0.940 0.037
H 2.746 -0.039 0.556 0.100
H 3.566 -0.744 -0.873 0.054
H 0.609 -1.200 1.357 0.133
H -4.681 -2.666 1.268 0.136
H -4.634 -2.910 -0.500 0.145
H -4.572 -5.382 -0.097 0.080
H -2.864 -5.845 -0.074 0.100
H -3.450 -4.727 -1.342 0.085
H -2.040 -2.146 -1.823 0.106
H -1.811 -3.826 -3.576 0.052
H -2.728 -2.312 -3.829 0.049
H -2.071 -3.202 -5.208 0.053
H 0.882 -3.736 -4.293 0.074
H 1.825 -0.851 -3.854 0.098
H 2.804 -0.224 -2.565 0.087
H 4.257 -1.952 -2.723 0.110
H 2.960 -3.192 -2.752 0.126
C 4.901 1.298 -4.629 -0.038
C 4.321 1.747 -3.301 -0.492
C 4.616 3.210 -3.021 -0.044
O 4.812 0.926 -2.225 -0.073
H 5.990 1.400 -4.619 0.092
H 4.674 0.246 -4.817 0.075
H 4.506 1.893 -5.451 0.057
H 3.237 1.596 -3.307 0.120
H 5.695 3.372 -2.968 0.089
H 4.185 3.518 -2.068 0.082
H 4.215 3.846 -3.811 0.081
H 5.766 1.050 -2.186 0.098
C 0.146 -2.221 4.862 -0.061
C 1.223 -3.280 5.065 -0.486
C 2.575 -2.625 5.291 -0.053
O 1.260 -4.131 3.916 -0.063
H 0.405 -1.607 3.993 0.064
H -0.819 -2.684 4.656 0.076
H 0.040 -1.562 5.724 0.083
H 0.973 -3.938 5.898 0.138
H 2.808 -2.006 4.418 0.067
H 3.368 -3.362 5.402 0.059
H 2.582 -1.991 6.177 0.087
H 1.455 -3.570 3.157 0.045
C -3.153 2.992 -1.094 -0.047
C -2.098 1.906 -1.161 -0.491
C -0.721 2.448 -0.808 -0.047
O -2.071 1.285 -2.452 -0.070
H -2.929 3.785 -1.815 0.088
H -4.136 2.589 -1.342 0.086
H -3.188 3.432 -0.097 0.059
H -2.360 1.103 -0.468 0.126
H -0.424 3.222 -1.521 0.084
H 0.030 1.653 -0.848 0.057
H -0.715 2.884 0.192 0.086
H -1.853 1.961 -3.103 0.085
C 1.710 4.805 -7.404 -0.059
C 2.436 3.515 -7.748 -0.486
C 1.510 2.505 -8.405 -0.059
O 3.034 2.951 -6.574 -0.081
H 0.897 4.606 -6.698 0.080
H 2.391 5.516 -6.936 0.080
H 1.282 5.267 -8.293 0.083
H 3.270 3.733 -8.414 0.141
H 0.692 2.244 -7.726 0.079
H 2.049 1.589 -8.646 0.080
H 1.077 2.905 -9.322 0.083
H 2.320 2.745 -5.960 0.084
C -6.923 -4.241 3.795 -0.058
C -6.771 -5.424 2.853 -0.484
C -6.127 -6.616 3.541 -0.056
O -6.008 -5.044 1.699 -0.076
H -5.942 -3.915 4.154 0.083
H -7.388 -3.399 3.282 0.079
H -7.533 -4.501 4.659 0.083
H -7.749 -5.710 2.465 0.139
H -5.125 -6.355 3.893 0.084
H -6.030 -7.453 2.849 0.080
H -6.717 -6.942 4.398 0.083
H -5.134 -4.783 2.015 0.064
C -3.434 6.666 3.122 -0.056
C -3.486 5.982 1.765 -0.493
C -4.815 6.209 1.069 -0.060
O -3.223 4.580 1.907 -0.074
H -4.210 6.263 3.779 0.083
H -2.470 6.496 3.603 0.080
H -3.593 7.741 3.028 0.078
H -2.680 6.361 1.134 0.124
H -5.634 5.789 1.661 0.085
H -4.826 5.720 0.095 0.075
H -5.002 7.270 0.918 0.071
H -3.919 4.209 2.459 0.090
C 4.116 -5.755 8.332 -0.059
C 5.004 -5.316 7.178 -0.505
C 6.388 -5.941 7.264 -0.062
O 5.099 -3.891 7.135 -0.067
H 4.550 -5.439 9.285 0.083
H 3.129 -5.300 8.249 0.075
H 4.000 -6.839 8.352 0.081
H 4.536 -5.598 6.233 0.133
H 6.887 -5.631 8.186 0.082
H 7.006 -5.618 6.426 0.078
H 6.332 -7.030 7.256 0.081
H 5.510 -3.597 7.956 0.089
C -2.744 10.564 -0.604 -0.057
C -2.554 9.073 -0.381 -0.502
C -1.230 8.582 -0.946 -0.059
O -3.641 8.337 -0.944 -0.063
H -2.753 10.788 -1.675 0.083
H -3.695 10.895 -0.187 0.082
H -1.941 11.140 -0.142 0.082
H -2.592 8.859 0.690 0.127
H -1.197 8.748 -2.026 0.082
H -1.112 7.511 -0.770 0.070
H -0.387 9.105 -0.493 0.082
H -3.647 8.501 -1.894 0.091
```

Properties
max |F| = 1.01 eV/A
LUMO level = -3.99 eV
net charge = +1
E = -89696.1757 eV
HOMO energy = -11.5 eV